Entry 1:
{"formula": "C26H18Cl6N5O10P2V", "method": "ωB97M-V/def2-TZVPD", "symbols": ["V", "Cl", "C", "C", "C", "N", "C", "O", "C", "C", "C", "C", "C", "N", "C", "C", "C", "Cl", "N", "C", "O", "C", "C", "C", "C", "C", "N", "H", "H", "H", "H", "H", "H", "H", "H", "H", "H", "N", "C", "C", "P", "O", "O", "O", "P", "O", "O", "O", "H", "H", "H", "H", "H", "H", "H", "H", "Cl", "C", "C", "Cl", "C", "Cl", "C", "O", "C", "O", "C", "Cl"], "xyz": [[-2.04157, -13.00461, 12.10607], [-2.20824, -15.74611, 6.00113], [-2.57026, -15.57655, 7.65413], [-1.68367, -14.79701, 8.41957], [-1.88653, -14.68440, 9.79859], [-0.93095, -13.98980, 10.70247], [0.36096, -14.24660, 10.69211], [0.99808, -14.81918, 9.84200], [0.92811, -13.45086, 11.88837], [2.29457, -13.40934, 12.09231], [2.74574, -12.34131, 12.87225], [1.84997, -11.61999, 13.64595], [0.46540, -11.81268, 13.44682], [-0.03279, -12.74791, 12.60546], [-3.03179, -15.13918, 10.38506], [-3.88251, -15.91242, 9.63456], [-3.68311, -16.09873, 8.27856], [-4.78057, -17.23628, 7.50591], [-3.00540, -14.83463, 11.75901], [-3.71404, -15.54646, 12.71761], [-4.52317, -16.41593, 12.58576], [-3.14766, -15.21308, 14.07612], [-3.57243, -15.81086, 15.20775], [-2.99952, -15.40152, 16.44089], [-1.99186, -14.46221, 16.44753], [-1.61095, -13.88111, 15.20069], [-2.22138, -14.22074, 14.04162], [-0.91387, -14.33946, 7.85783], [2.91282, -14.06848, 11.47234], [3.81634, -12.17250, 12.93220], [2.23412, -10.84190, 14.24276], [-0.24918, -11.06652, 13.78687], [-4.78701, -16.41937, 10.07344], [-4.41320, -16.51105, 15.10182], [-3.17676, -16.01908, 17.31894], [-1.48449, -14.11966, 17.29637], [-0.92872, -13.00912, 15.10693], [-2.27357, -8.90742, 15.85356], [-3.02556, -9.14004, 14.46395], [-4.27879, -8.30217, 14.48291], [-1.67047, -8.39471, 13.41818], [-1.91859, -8.81308, 11.91808], [-1.94247, -6.95930, 13.52758], [-0.40360, -8.94180, 14.07075], [-3.39283, -10.99409, 14.49338], [-4.84958, -11.30290, 13.90026], [-3.32342, -11.37452, 15.91554], [-2.42151, -11.57274, 13.45760], [-2.25604, -7.95614, 16.12800], [-1.33420, -9.25334, 15.78241], [-2.71174, -9.46783, 16.54817], [-4.13886, -7.29742, 14.87164], [-5.04866, -8.81875, 15.13946], [-4.61554, -8.23237, 13.43968], [-1.67435, -9.74766, 11.69110], [-4.79530, -11.77218, 13.06019], [-3.10476, -10.37084, 6.08606], [-3.40849, -10.81747, 7.71272], [-4.70117, -11.12535, 8.19853], [-5.96065, -11.12530, 7.02803], [-4.88601, -11.55691, 9.52278], [-6.42279, -12.05979, 10.03014], [-3.79286, -11.71125, 10.34794], [-3.80369, -12.35401, 11.56043], [-2.49073, -11.31586, 9.95082], [-1.58210, -11.50276, 10.92023], [-2.35043, -10.82532, 8.65288], [-0.80768, -10.26524, 8.27033]], "e_homo_ev": [-5.36, -5.41], "largest_force_ev_per_a": 4.59, "multiplicity": 2, "charge": -1, "energy_ev": -174591.2579, "homo_lumo_gap_ev": [6.086, 6.631], "de_lowest_kcal_mol": 16.7, "lumo_ev": [0.7, 1.2]}

Entry 2:
{"formula": "C26H18ClF10N5O5V", "method": "ωB97M-V/def2-TZVPD", "symbols": ["V", "C", "N", "C", "C", "N", "C", "C", "F", "C", "F", "C", "F", "C", "F", "C", "F", "C", "C", "N", "C", "C", "F", "C", "F", "C", "F", "C", "F", "C", "F", "H", "H", "H", "H", "H", "H", "H", "H", "H", "H", "H", "O", "C", "C", "C", "C", "C", "C", "C", "N", "C", "C", "N", "H", "H", "H", "H", "H", "H", "H", "O", "Cl", "O", "O", "O"], "xyz": [[0.36595, 0.22662, 0.35309], [-2.43657, -0.18667, -2.27608], [-1.86300, -0.83007, -1.12547], [-1.24489, -2.10583, -1.39963], [-0.05458, -1.92668, -2.33159], [0.79260, -0.85157, -1.84612], [1.98675, -0.70521, -2.41437], [2.56533, -1.39639, -3.52109], [1.84378, -2.30887, -4.23236], [3.85443, -1.18767, -3.97247], [4.31051, -1.90720, -5.02103], [4.68533, -0.25353, -3.39756], [5.96021, -0.07590, -3.82486], [4.15959, 0.49766, -2.36234], [4.92252, 1.44795, -1.78790], [2.87831, 0.29300, -1.92646], [2.42881, 1.10392, -0.94209], [-2.71888, -0.77233, 0.03349], [-2.67144, 0.63531, 0.67450], [-1.42093, 1.33127, 0.33350], [-1.46987, 2.66796, 0.37878], [-2.38403, 3.51199, 1.06813], [-3.35066, 2.99647, 1.86955], [-2.30140, 4.89315, 1.06666], [-3.19529, 5.60713, 1.78215], [-1.31486, 5.56242, 0.38254], [-1.22030, 6.91207, 0.42120], [-0.40143, 4.79830, -0.31780], [0.57532, 5.41340, -1.00956], [-0.49812, 3.43051, -0.33341], [0.39966, 2.75490, -1.07810], [-3.23448, -0.79895, -2.74141], [-1.66689, 0.01320, -3.02444], [-2.86489, 0.77402, -1.98036], [-1.95084, -2.83360, -1.84594], [-0.87578, -2.50452, -0.45201], [-0.41619, -1.72845, -3.34956], [0.47561, -2.88416, -2.36379], [-2.35353, -1.50482, 0.74489], [-3.76857, -1.01946, -0.20907], [-2.80146, 0.51780, 1.75585], [-3.52248, 1.21585, 0.30647], [-0.37633, -0.98287, 1.66988], [-0.17244, -1.12102, 2.93337], [-0.56957, -2.32397, 3.58066], [-0.44879, -2.49432, 4.93615], [0.07373, -1.47217, 5.74217], [0.50152, -0.31132, 5.13358], [0.41385, -0.11199, 3.75051], [0.96828, 1.09605, 3.14240], [1.04818, 1.39076, 1.85172], [1.73326, 2.58974, 1.75284], [2.05825, 3.03664, 2.98788], [1.55965, 2.08884, 3.85988], [-0.94606, -3.11279, 2.93979], [-0.74857, -3.43523, 5.38795], [0.15860, -1.59675, 6.81469], [0.92778, 0.46539, 5.76232], [1.97258, 3.02801, 0.79677], [2.57597, 3.91864, 3.32266], [1.67109, 2.08453, 4.85451], [3.76419, -2.61779, 0.05978], [2.65554, -2.32944, 0.93962], [3.00516, -2.61579, 2.31290], [1.49484, -3.09064, 0.55380], [2.36509, -0.87991, 0.84869]], "e_homo_ev": [-0.62, -1.43], "largest_force_ev_per_a": 2.51, "multiplicity": 4, "charge": -2, "energy_ev": -110321.4643, "homo_lumo_gap_ev": [5.016, 5.817], "de_lowest_kcal_mol": 0.0, "lumo_ev": [4.4, 4.4]}

Entry 3:
{"formula": "C26H18CsF6N2OS3Sb", "method": "ωB97M-V/def2-TZVPD", "symbols": ["Cs", "S", "C", "C", "N", "C", "S", "C", "N", "C", "C", "O", "C", "F", "F", "F", "C", "F", "F", "F", "H", "H", "H", "S", "Sb", "C", "C", "C", "C", "C", "C", "C", "C", "C", "C", "C", "C", "C", "C", "C", "C", "C", "C", "H", "H", "H", "H", "H", "H", "H", "H", "H", "H", "H", "H", "H", "H", "H"], "xyz": [[-0.34137, 0.35858, 1.24822], [-0.65145, -2.12218, -1.35312], [0.21221, -1.66039, -2.76354], [0.38010, -2.72275, -3.73292], [0.50608, -3.58956, -4.48198], [0.75256, -0.44185, -3.09311], [0.72117, 1.01064, -2.10262], [1.44592, -0.30077, -4.33644], [1.98456, -0.11252, -5.34204], [-1.18532, -1.01698, 5.95327], [-0.02232, -0.22316, 5.31952], [-0.14761, -0.01228, 4.01524], [1.28479, -1.02313, 5.60634], [1.51998, -1.27401, 6.92558], [1.22635, -2.23109, 5.01204], [2.38974, -0.41880, 5.14143], [0.06059, 1.14174, 6.07200], [1.06814, 1.92197, 5.65109], [-1.07577, 1.84205, 5.88121], [0.20406, 1.03793, 7.42418], [-1.25279, -1.97357, 5.43813], [-2.10510, -0.46231, 5.77516], [-1.06193, -1.18470, 7.02520], [-1.92336, 2.97092, -0.74343], [-1.40046, 2.60867, -2.93103], [-3.01240, 3.80751, -3.84789], [-3.10725, 3.90848, -5.23421], [-4.10851, 4.66052, -5.83483], [-5.03804, 5.32954, -5.04944], [-4.95822, 5.23566, -3.66723], [-3.95286, 4.47934, -3.07329], [0.05566, 3.82453, -3.92256], [1.15249, 3.28456, -4.58210], [2.03147, 4.11937, -5.26370], [1.83624, 5.49228, -5.26111], [0.75039, 6.03507, -4.58658], [-0.14554, 5.20136, -3.93190], [-1.90670, 0.89994, -4.07022], [-1.44556, 0.74020, -5.37372], [-1.73985, -0.41854, -6.07494], [-2.49757, -1.41846, -5.47894], [-2.95549, -1.25948, -4.18032], [-2.65724, -0.10189, -3.47441], [-2.38914, 3.39342, -5.86464], [-4.16498, 4.72546, -6.91581], [-5.82027, 5.91768, -5.51602], [-5.68134, 5.75298, -3.04608], [-3.88832, 4.40504, -1.99337], [1.33782, 2.21932, -4.55671], [2.87555, 3.68797, -5.78801], [2.53178, 6.13996, -5.78261], [0.59360, 7.10747, -4.57500], [-1.00669, 5.62986, -3.43140], [-0.81138, 1.48928, -5.83554], [-1.33796, -0.55996, -7.07059], [-2.68839, -2.34238, -6.01042], [-3.49476, -2.06070, -3.69164], [-2.96348, -0.01029, -2.43835]], "e_homo_ev": -1.88, "largest_force_ev_per_a": 0.14, "multiplicity": 1, "charge": -2, "energy_ev": -88181.4303, "homo_lumo_gap_ev": 5.763, "de_lowest_kcal_mol": 0.0, "lumo_ev": 3.9}

Entry 4:
{"formula": "C26H18N4O3Zr", "method": "ωB97M-V/def2-TZVPD", "symbols": ["Zr", "O", "C", "C", "C", "C", "C", "C", "C", "O", "N", "N", "C", "C", "C", "C", "C", "C", "C", "O", "H", "H", "H", "H", "H", "H", "H", "H", "H", "H", "C", "C", "N", "C", "C", "C", "C", "C", "C", "C", "C", "C", "N", "C", "H", "H", "H", "H", "H", "H", "H", "H"], "xyz": [[-0.42298, -0.32594, 0.19850], [-1.21592, 4.87872, -0.92964], [-0.28904, 4.83282, 0.04122], [0.30237, 6.04348, 0.39626], [1.25314, 6.08841, 1.38881], [1.64861, 4.92852, 2.07395], [1.06008, 3.73783, 1.74439], [0.08553, 3.66338, 0.72509], [-0.49922, 2.38106, 0.42739], [-0.16190, 1.32715, 1.21449], [-1.30869, 2.22757, -0.59758], [-1.82116, 0.90422, -0.68126], [-3.07824, 0.69384, -0.91443], [-3.70357, -0.56767, -0.63243], [-4.98003, -0.81250, -1.16389], [-5.67432, -1.94939, -0.83572], [-5.11281, -2.84928, 0.07140], [-3.87109, -2.61638, 0.64120], [-3.16203, -1.48641, 0.29261], [-1.95558, -1.23246, 0.88596], [-1.52844, 3.98020, -1.12942], [-0.01145, 6.93519, -0.13306], [1.70073, 7.04171, 1.64673], [2.39021, 4.97909, 2.86053], [1.32312, 2.83602, 2.27883], [-3.67875, 1.53444, -1.24461], [-5.40514, -0.09005, -1.85314], [-6.65278, -2.13368, -1.25837], [-5.66417, -3.73766, 0.35576], [-3.45418, -3.28840, 1.38235], [3.85908, 1.01536, -0.39272], [2.47267, 1.00731, -0.45271], [1.75523, -0.11535, -0.40451], [2.41715, -1.30690, -0.29350], [3.79799, -1.38446, -0.20436], [4.51933, -0.17637, -0.25499], [4.43683, -2.66545, -0.07893], [3.70777, -3.79401, -0.08269], [2.27971, -3.73793, -0.22311], [1.47883, -4.89125, -0.31938], [0.12626, -4.77649, -0.50724], [-0.43804, -3.50976, -0.56102], [0.28389, -2.39471, -0.46266], [1.63789, -2.51255, -0.31428], [4.38791, 1.95841, -0.44252], [1.93015, 1.93725, -0.53720], [5.60195, -0.20053, -0.19129], [5.51681, -2.70423, 0.00701], [4.18606, -4.76287, 0.00108], [1.94365, -5.86979, -0.25461], [-0.50922, -5.64768, -0.60102], [-1.50418, -3.39183, -0.68127]], "e_homo_ev": -13.50, "largest_force_ev_per_a": 1.33, "multiplicity": 1, "charge": 2, "energy_ev": -40626.6414, "homo_lumo_gap_ev": 5.863, "de_lowest_kcal_mol": 9.9, "lumo_ev": -7.6}

Please write out number 3 again, unchanged.
{"formula": "C26H18CsF6N2OS3Sb", "method": "ωB97M-V/def2-TZVPD", "symbols": ["Cs", "S", "C", "C", "N", "C", "S", "C", "N", "C", "C", "O", "C", "F", "F", "F", "C", "F", "F", "F", "H", "H", "H", "S", "Sb", "C", "C", "C", "C", "C", "C", "C", "C", "C", "C", "C", "C", "C", "C", "C", "C", "C", "C", "H", "H", "H", "H", "H", "H", "H", "H", "H", "H", "H", "H", "H", "H", "H"], "xyz": [[-0.34137, 0.35858, 1.24822], [-0.65145, -2.12218, -1.35312], [0.21221, -1.66039, -2.76354], [0.38010, -2.72275, -3.73292], [0.50608, -3.58956, -4.48198], [0.75256, -0.44185, -3.09311], [0.72117, 1.01064, -2.10262], [1.44592, -0.30077, -4.33644], [1.98456, -0.11252, -5.34204], [-1.18532, -1.01698, 5.95327], [-0.02232, -0.22316, 5.31952], [-0.14761, -0.01228, 4.01524], [1.28479, -1.02313, 5.60634], [1.51998, -1.27401, 6.92558], [1.22635, -2.23109, 5.01204], [2.38974, -0.41880, 5.14143], [0.06059, 1.14174, 6.07200], [1.06814, 1.92197, 5.65109], [-1.07577, 1.84205, 5.88121], [0.20406, 1.03793, 7.42418], [-1.25279, -1.97357, 5.43813], [-2.10510, -0.46231, 5.77516], [-1.06193, -1.18470, 7.02520], [-1.92336, 2.97092, -0.74343], [-1.40046, 2.60867, -2.93103], [-3.01240, 3.80751, -3.84789], [-3.10725, 3.90848, -5.23421], [-4.10851, 4.66052, -5.83483], [-5.03804, 5.32954, -5.04944], [-4.95822, 5.23566, -3.66723], [-3.95286, 4.47934, -3.07329], [0.05566, 3.82453, -3.92256], [1.15249, 3.28456, -4.58210], [2.03147, 4.11937, -5.26370], [1.83624, 5.49228, -5.26111], [0.75039, 6.03507, -4.58658], [-0.14554, 5.20136, -3.93190], [-1.90670, 0.89994, -4.07022], [-1.44556, 0.74020, -5.37372], [-1.73985, -0.41854, -6.07494], [-2.49757, -1.41846, -5.47894], [-2.95549, -1.25948, -4.18032], [-2.65724, -0.10189, -3.47441], [-2.38914, 3.39342, -5.86464], [-4.16498, 4.72546, -6.91581], [-5.82027, 5.91768, -5.51602], [-5.68134, 5.75298, -3.04608], [-3.88832, 4.40504, -1.99337], [1.33782, 2.21932, -4.55671], [2.87555, 3.68797, -5.78801], [2.53178, 6.13996, -5.78261], [0.59360, 7.10747, -4.57500], [-1.00669, 5.62986, -3.43140], [-0.81138, 1.48928, -5.83554], [-1.33796, -0.55996, -7.07059], [-2.68839, -2.34238, -6.01042], [-3.49476, -2.06070, -3.69164], [-2.96348, -0.01029, -2.43835]], "e_homo_ev": -1.88, "largest_force_ev_per_a": 0.14, "multiplicity": 1, "charge": -2, "energy_ev": -88181.4303, "homo_lumo_gap_ev": 5.763, "de_lowest_kcal_mol": 0.0, "lumo_ev": 3.9}